The following is a quantum chemistry calculation of a 2-piece molecular cluster, C3H10NO2 overall at a distorted geometry, from OMol25.

The total energy is -8851.7596 eV. Its HOMO-LUMO gap is 11.97 eV. As for the net charge: +1. For the energy above the lowest of the compared OMol25 structures with the same formula, charge and spin, the calculation gives 0.5811 eV. As for the molar mass: 92.12 g/mol.

Geometry as XYZ:
```
16
Properties=species:S:1:pos:R:3:forces:R:3:lowdin_charge:R:1
O -1.56056 0.05806 -1.04533 -0.05 0.37 -0.08 0.0456
C -1.91245 -0.25999 -2.14865 0.45 -0.79 -0.45 -0.3456
O -1.96983 -1.54589 -2.48891 -0.14 -0.03 0.36 0.1164
H -2.11258 0.40300 -2.99782 -0.21 0.42 0.28 0.1516
H -2.32540 -1.67120 -3.37544 -0.02 0.03 -0.19 0.1237
C 1.48749 -0.69916 0.52013 0.23 0.40 -0.27 0.0184
N 0.37307 0.28593 0.78616 1.27 -0.05 1.32 -0.0422
C 0.68197 1.22550 1.93651 -0.14 -0.03 -0.69 0.0239
H 1.15503 -1.67798 0.84514 0.14 -0.07 -0.05 0.1086
H 1.72181 -0.68195 -0.53952 -0.21 -0.25 -0.07 0.1038
H 2.39234 -0.39236 1.03837 -0.14 -0.01 0.18 0.0992
H -0.43763 -0.28516 0.99301 -0.59 0.44 -0.46 0.1498
H 0.24397 0.87009 -0.02411 -0.81 -0.22 -0.46 0.1335
H 1.26105 0.66920 2.65984 0.01 0.17 0.26 0.0994
H -0.22790 1.64944 2.34794 -0.16 -0.29 0.06 0.1055
H 1.22963 2.05247 1.49269 0.37 -0.09 0.25 0.1085
```
Forces are in eV/Å.